Molecular formula: C52H36InN14O3S
Method: DFT, wB97M-V/def2-TZVPD

```
107
Properties=species:S:1:pos:R:3:lowdin_charge:R:1
In 13.871 14.672 13.325 0.84
C 15.866 20.115 16.998 -0.09
C 16.953 20.060 16.102 -0.08
C 16.863 19.332 14.901 -0.01
C 15.692 18.633 14.707 -0.12
C 15.294 17.786 13.581 -0.27
N 15.992 17.734 12.491 0.21
C 15.454 17.041 11.439 -0.27
C 15.728 17.189 10.070 -0.11
C 16.623 18.065 9.426 -0.02
C 16.779 17.935 8.075 -0.10
C 16.062 16.949 7.333 -0.11
C 15.166 16.106 7.926 -0.04
C 14.952 16.242 9.342 -0.09
C 14.283 15.544 10.342 -0.23
N 13.285 14.573 10.375 0.04
C 11.720 13.585 10.994 -0.36
N 10.934 14.599 11.715 0.20
C 10.101 13.970 12.449 -0.33
N 9.355 14.529 13.471 0.20
C 9.945 15.500 14.134 -0.29
N 11.266 15.890 14.181 0.17
C 11.374 16.838 15.076 -0.29
N 12.382 17.596 15.554 0.18
C 13.615 17.700 15.019 -0.27
N 14.054 17.161 13.861 0.11
C 14.644 18.607 15.620 -0.09
C 14.712 19.368 16.757 -0.02
C 10.034 17.181 15.662 -0.10
C 9.617 17.995 16.681 -0.02
C 8.265 18.020 17.050 -0.07
C 7.359 17.142 16.434 -0.08
C 7.790 16.271 15.431 -0.01
C 9.133 16.282 15.091 -0.11
C 9.998 12.536 12.089 -0.16
C 9.197 11.485 12.555 -0.02
C 9.436 10.254 11.967 -0.08
C 10.443 10.020 11.006 -0.09
C 11.221 11.049 10.594 -0.02
C 10.994 12.299 11.173 -0.12
N 14.630 15.963 11.577 0.09
H 15.961 20.704 17.867 0.08
H 17.814 20.701 16.425 0.11
H 17.673 19.326 14.160 0.12
H 17.163 18.866 9.830 0.09
H 17.518 18.563 7.649 0.08
H 16.190 16.938 6.278 0.08
H 14.627 15.397 7.260 0.11
H 13.876 19.385 17.433 0.11
H 10.369 18.636 17.182 0.12
H 7.914 18.703 17.807 0.09
H 6.339 17.212 16.717 0.08
H 7.150 15.556 14.942 0.11
H 8.485 11.601 13.358 0.11
H 8.830 9.402 12.283 0.10
H 10.540 9.000 10.636 0.10
H 12.077 10.905 9.950 0.12
C 10.571 14.303 7.784 -0.08
C 11.440 15.109 8.767 -0.17
C 12.177 14.313 9.762 -0.11
N 13.117 13.745 11.504 0.06
H 9.958 14.962 7.138 0.08
H 9.954 13.599 8.329 0.06
H 11.242 13.725 7.134 0.07
H 10.899 15.856 9.393 0.13
H 12.169 15.709 8.203 0.11
O 13.099 15.259 17.543 0.05
C 13.571 15.032 16.483 -0.54
N 14.120 14.746 15.461 0.09
N 13.029 12.094 16.922 0.11
C 12.088 12.497 16.053 -0.93
N 11.074 13.288 16.543 0.11
S 12.176 12.145 14.434 0.72
H 13.101 12.590 17.810 0.11
H 13.908 11.842 16.451 0.07
H 11.354 13.904 17.280 0.07
H 10.577 13.766 15.811 0.05
O 16.874 13.852 11.212 0.08
C 16.790 13.396 12.332 -0.50
N 17.864 12.747 12.951 0.15
C 17.460 12.053 14.137 -0.31
C 16.055 12.671 14.340 -0.44
O 15.398 12.306 15.317 0.00
N 15.753 13.461 13.285 0.12
C 18.339 12.336 15.327 -0.13
C 18.323 11.563 16.511 -0.02
C 19.043 11.934 17.641 -0.09
C 19.762 13.099 17.619 -0.13
C 19.753 13.902 16.520 -0.10
C 19.070 13.534 15.372 -0.01
C 17.303 10.565 13.843 -0.13
C 18.515 9.829 13.743 -0.02
C 18.430 8.488 13.402 -0.08
C 17.179 7.862 13.178 -0.09
C 16.032 8.613 13.282 -0.08
C 16.074 9.950 13.655 0.00
H 18.536 12.350 12.343 0.14
H 17.724 10.670 16.575 0.11
H 18.952 11.325 18.548 0.11
H 20.273 13.389 18.560 0.11
H 20.243 14.881 16.537 0.11
H 19.075 14.243 14.556 0.11
H 19.419 10.308 14.008 0.10
H 19.318 7.936 13.369 0.08
H 17.145 6.817 12.905 0.09
H 15.110 8.050 13.087 0.11
H 15.142 10.480 13.775 0.11
```

As for the LUMO energy: 1.17 eV. The charge is -1. For the HOMO energy, the calculation gives -0.15335 Ha. Its frontier orbital gap is 5.3 eV. For the total energy, the calculation gives -3583.99120 Ha. The energy above the lowest of the compared OMol25 structures with the same formula, charge and spin comes out at 0.0 kcal/mol.



Molecular formula: C33H56N4O5P
Method: DFT, wB97M-V/def2-TZVPD

```
99
Properties=species:S:1:pos:R:3:lowdin_charge:R:1
C -2.367 -10.212 2.632 -0.16
C -0.753 -9.879 2.673 -0.27
C -0.060 -9.855 1.152 -0.22
C 1.510 -9.290 1.249 -0.23
C 1.986 -8.533 -0.136 -0.22
C 1.798 -6.890 0.045 -0.23
C 1.570 -6.113 -1.413 -0.21
C 0.668 -4.775 -1.078 -0.22
C 1.073 -3.460 -1.999 -0.21
C -0.296 -2.663 -2.513 -0.23
C 0.017 -1.829 -3.890 -0.22
C 0.818 -0.414 -3.680 -0.22
C 0.449 0.384 -2.285 -0.22
C 1.434 1.712 -2.067 -0.19
C 0.615 2.999 -1.391 -0.17
C 1.290 3.441 0.043 -0.19
N 0.860 4.795 0.558 -0.06
C -0.092 4.833 1.744 -0.13
N -0.556 3.850 2.582 0.13
C -1.491 4.192 3.745 -0.06
C -2.769 3.177 3.898 -0.20
O -3.984 3.744 4.129 -0.05
C -2.724 1.538 3.837 -0.10
C -4.135 0.704 3.678 0.02
C -4.008 -0.945 3.582 -0.03
C -2.540 -1.743 3.637 -0.02
C -1.137 -0.881 3.841 -0.05
C -1.287 0.749 3.936 -0.05
N -0.381 6.347 1.821 0.02
C 0.985 6.993 1.504 -0.11
C 1.982 5.719 1.077 -0.56
N 2.494 4.863 2.254 0.07
C 3.010 5.667 3.246 -0.03
O 3.711 6.637 3.896 0.03
P 3.327 6.312 -0.140 0.92
C 2.817 6.126 -1.970 -0.32
C 5.017 5.514 0.249 -0.32
H -2.712 -10.347 3.760 0.08
H -2.530 -11.273 2.128 0.08
H -3.029 -9.362 2.174 0.07
H -0.563 -8.840 3.189 0.10
H -0.159 -10.694 3.283 0.11
H -0.678 -9.144 0.451 0.11
H -0.004 -10.931 0.685 0.11
H 1.505 -8.514 2.133 0.10
H 2.234 -10.175 1.508 0.11
H 3.140 -8.725 -0.301 0.11
H 1.320 -8.889 -1.040 0.11
H 2.737 -6.452 0.619 0.12
H 0.801 -6.745 0.644 0.10
H 0.979 -6.882 -2.089 0.11
H 2.603 -5.857 -1.910 0.11
H 0.893 -4.479 0.056 0.11
H -0.458 -5.086 -1.242 0.11
H 1.714 -2.668 -1.409 0.10
H 1.718 -3.832 -2.917 0.11
H -1.057 -3.532 -2.811 0.11
H -0.806 -2.040 -1.661 0.10
H -0.983 -1.701 -4.490 0.11
H 0.720 -2.531 -4.551 0.12
H 0.461 0.303 -4.564 0.12
H 1.995 -0.511 -3.832 0.12
H -0.666 0.752 -2.400 0.12
H 0.563 -0.293 -1.317 0.11
H 1.921 1.979 -3.107 0.12
H 2.235 1.368 -1.259 0.11
H 0.682 3.878 -2.173 0.11
H -0.498 2.658 -1.216 0.11
H 1.136 2.551 0.786 0.13
H 2.466 3.520 -0.148 0.13
H -0.257 2.862 2.432 0.13
H -0.817 4.089 4.725 0.16
H -1.873 5.299 3.738 0.15
H -5.195 1.246 3.616 0.12
H -5.012 -1.553 3.468 0.09
H -2.442 -2.905 3.536 0.09
H -0.065 -1.348 3.888 0.09
H -0.294 1.389 4.057 0.08
H -1.076 6.577 1.055 0.12
H 1.347 7.717 2.348 0.14
H 0.797 7.469 0.426 0.13
H 3.220 5.096 -2.354 0.05
H 1.648 6.272 -2.144 0.06
H 3.348 7.020 -2.557 0.07
H 5.784 6.296 0.719 0.07
H 5.536 5.035 -0.686 0.06
H 4.865 4.696 1.101 0.05
C -2.394 5.666 -1.328 -0.06
O -2.385 4.836 -2.488 -0.02
C -3.007 5.376 -3.566 -0.56
O -3.548 6.470 -3.608 0.12
O -2.925 4.488 -4.589 -0.01
C -3.542 4.925 -5.797 -0.04
H -1.869 5.135 -0.529 0.06
H -1.866 6.605 -1.522 0.10
H -3.420 5.858 -0.999 0.11
H -3.060 5.835 -6.170 0.10
H -4.614 5.087 -5.647 0.10
H -3.415 4.138 -6.546 0.10
```

As for the LUMO energy: -4.04 eV. The charge is +1. For the HOMO energy, the calculation gives -0.40789 Ha. Its frontier orbital gap is 7.1 eV. For the total energy, the calculation gives -2226.53199 Ha. The energy above the lowest of the compared OMol25 structures with the same formula, charge and spin comes out at 394.7 kcal/mol.



Molecular formula: C6H10O
Method: DFT, wB97M-V/def2-TZVPD

```
17
Properties=species:S:1:pos:R:3:nbo_charge:R:1
C 1.812 -0.358 -0.323 -0.56
C 0.718 0.154 0.554 -0.27
C 0.162 1.236 -0.365 -0.42
C -1.346 0.826 0.093 0.12
O -1.908 -0.133 -0.841 -0.53
C -1.459 -1.250 -0.042 -0.06
C -0.722 -0.324 0.913 -0.26
H 2.698 -0.812 0.108 0.21
H 2.195 0.828 -0.692 0.17
H 1.413 -0.931 -1.179 0.21
H 1.162 0.571 1.469 0.21
H 1.280 1.906 -0.522 0.21
H 0.156 0.946 -1.414 0.21
H -2.109 1.531 0.430 0.19
H -0.851 -1.975 -0.600 0.18
H -2.303 -1.776 0.427 0.18
H -0.897 -0.438 1.984 0.22
```

As for the LUMO energy: 0.92 eV. The charge is 0. For the HOMO energy, the calculation gives -0.35545 Ha. Its frontier orbital gap is 10.6 eV. As for the SMILES: C[C@H]1C[C@H]2OC[C@@H]12. For the total energy, the calculation gives -309.67111 Ha. The energy above the lowest of the compared OMol25 structures with the same formula, charge and spin comes out at 107.5 kcal/mol.